Molecular formula: C5H4CaLiO6
Method: DFT, ωB97M-V/def2-TZVPD

CARTESIAN COORDINATES (ANGSTROEM)
O1 -3.492 6.683 2.307
C1 -3.082 5.654 2.030
O2 -2.733 4.566 1.779
O3 -0.423 1.375 0.645
Ca1 -2.014 2.585 1.421
O4 2.059 -3.403 -2.496
C2 1.486 -2.879 -1.516
O5 1.558 -3.318 -0.343
O6 0.727 -1.788 -1.779
C3 -0.054 -1.278 -0.720
C4 1.149 -0.355 0.246
C5 0.153 0.632 -0.125
Li1 2.847 -4.602 -1.145
H1 -0.469 -2.055 -0.065
H2 -1.006 -1.053 -1.222
H3 2.067 -0.260 -0.345
H4 1.225 -0.503 1.329

The calculation puts the molar mass at 207.10 g mol⁻¹. The spin multiplicity is 2. The value obtained for the energy relative to the best compared isomer or geometry (same formula, charge and spin) is 15.2 kcal per mole. The LUMO energy (spin up / spin down) is -8.820 / -8.869 eV. Its total charge is +2. Its HOMO-LUMO gap (spin up / spin down) is 6.1 / 6.0 eV. As for the expectation value of S²: 0.753.